ORCA calculation (the ωB97M-V functional and the def2-TZVPD basis) on a 6-piece molecular cluster, C45H84F11N4O17S2 overall.

Calculated values
F_max, hartree/bohr: 0.088
DFT total energy, Eh: -5157.3403
Lowest unoccupied orbital energy, eV: -4.525
Multiplicity: 1
Highest occupied orbital energy, eV: -10.3
Total charge: +1

XYZ file:
```
163
Properties=species:S:1:pos:R:3:forces:R:3:mulliken_charge:R:1
S -2.273955 5.133556 -2.018199 -0.024 0.733 -0.236 -0.3467
S -1.295647 2.481753 3.228289 0.160 0.019 0.275 -0.1577
F 6.078326 3.999336 1.558112 0.326 -0.796 0.115 -0.2950
F 3.460576 5.812491 0.160756 -0.677 0.538 0.109 -0.2979
F 3.581844 5.920028 3.043180 -0.492 0.637 0.089 -0.2871
F 3.841218 2.590194 2.193080 0.538 -0.563 -0.454 -0.2988
F -2.847936 -0.116599 6.244392 -0.291 0.155 0.451 -0.3163
F 3.190109 3.149136 4.159209 0.023 -0.146 0.826 -0.3747
F 5.130820 4.657630 3.870542 0.547 0.113 0.548 -0.3055
F 5.667717 6.107263 1.582136 0.261 0.616 0.019 -0.3002
F -5.357738 -0.011437 4.755608 0.370 0.250 -0.369 -0.1942
F 5.170891 4.849459 -0.740636 0.536 0.093 -0.620 -0.2731
F -4.112161 -1.602486 3.297896 -0.559 0.168 0.666 0.0763
O 4.217267 -2.336528 6.606398 -0.174 0.033 -0.029 -0.3913
O -4.677073 2.039181 5.212553 0.507 -2.879 -1.445 -0.5090
O -5.070824 -4.877082 -6.771564 0.067 -0.034 0.165 -0.3797
O -2.431481 -7.060952 1.122002 0.115 -0.157 -0.503 -0.5056
O -0.198784 -2.182599 2.857719 0.211 0.915 -0.345 -0.2399
O -1.353894 -4.172845 -0.517810 -0.206 -0.005 0.264 -0.4581
O -3.561266 -3.701761 -4.539948 0.069 -0.100 -0.027 -0.1097
O 7.706768 6.650699 -4.459433 -0.181 -0.086 0.065 -0.4758
O 6.479905 5.502821 -8.686610 0.052 -0.117 -0.127 -0.1632
O -1.568389 -1.122213 0.004594 0.369 0.528 0.273 0.0635
O -1.934424 -1.364768 4.683560 -0.735 1.692 0.179 -0.2304
O 5.843622 4.712907 -11.446633 -0.024 -0.054 0.156 -0.3805
O 1.823975 -3.987134 6.189736 0.125 0.116 -0.051 -0.3475
O 1.406262 2.796649 1.724874 -0.081 -0.222 -0.074 -0.4046
O -6.386195 -3.246436 5.786825 0.112 0.085 0.082 -0.4338
O 4.794034 6.736078 -4.829912 0.099 0.051 0.160 -0.4101
O -4.865524 -5.745919 5.702766 -0.025 0.086 0.086 -0.2795
N -1.625188 0.925712 2.186061 -0.602 1.393 2.178 0.7238
N -2.664280 2.577811 -1.060707 0.038 0.897 0.773 -0.7574
N -3.914153 1.867664 0.794746 -0.059 -0.374 0.545 0.1482
N -3.145456 0.600680 4.176057 -0.454 -1.739 0.171 0.3955
C 5.644972 6.010133 -10.910336 0.158 -0.012 -0.293 -0.6736
C -5.243292 -5.988316 7.048508 0.052 -0.076 0.001 -0.8612
C 3.314717 3.591425 2.905234 -0.928 0.387 -0.276 1.0135
C 1.917234 3.929944 2.376297 0.081 -0.455 -0.110 -1.1261
C -3.925632 -3.013530 -5.729661 -0.121 0.189 0.277 -0.6454
C -6.064037 -3.955857 4.603808 -0.293 0.055 -0.027 0.1182
C -0.383455 0.238381 2.699406 1.113 -0.678 -0.004 0.1544
C 4.691512 7.362199 -3.564950 -0.107 -0.005 -0.038 -0.6099
C -1.304359 -1.827230 -1.223471 -0.135 -0.888 0.612 -0.7824
C -1.956487 -3.184934 -1.310606 0.499 0.118 -0.386 -0.4015
C 4.271409 4.795008 2.866724 0.485 -0.927 -0.052 0.5282
C 4.302627 4.779126 0.267342 0.492 -0.458 -0.092 0.1443
C -4.066147 1.491948 2.209026 0.456 1.140 -1.219 -3.2683
C 7.412653 4.436909 -8.633541 0.003 0.024 0.093 -0.9857
C 3.100588 -4.491162 6.554958 -0.262 -0.108 0.198 -0.5143
C 0.383435 3.140125 0.796759 0.742 0.117 0.543 -1.2981
C -1.899642 0.221058 -0.313439 -0.415 -1.707 -0.063 -2.8617
C -1.696812 -5.865789 1.176569 -0.133 0.007 0.254 -0.9578
C -0.204601 1.848682 0.274832 0.307 -0.011 0.935 -2.7888
C -1.582499 1.303681 0.741704 0.624 0.872 -2.467 2.5391
C -3.053763 0.455872 2.720840 -1.474 0.434 -0.451 1.7629
C -2.629429 2.389709 0.408514 -0.881 -0.644 -0.289 -1.2450
C 0.089515 -1.166792 2.284104 -0.973 -1.407 -0.442 -1.0887
C 5.104227 4.894183 1.567583 -0.518 0.757 -0.147 0.7757
C -5.959487 -5.440316 4.856778 0.259 -0.154 -0.120 -0.6692
C -2.551504 -4.675296 -4.756303 0.048 0.052 0.057 -0.9233
C -5.214098 -3.544654 -6.315647 0.033 -0.075 -0.323 -0.5358
C -2.322266 -4.789050 0.323102 0.258 0.255 0.135 0.4844
C 4.942136 3.749891 -10.933221 0.000 -0.006 -0.076 -0.6790
C -4.366216 -1.177611 1.054204 -0.582 0.408 -0.574 -1.6231
C -3.482751 -0.964771 2.259801 0.983 -1.356 -0.811 1.2254
C -3.349033 -7.186877 2.178433 -0.007 -0.320 0.564 -0.0821
C 6.651241 6.330181 -9.828804 -0.190 0.168 0.255 -0.4658
C -2.531538 3.734184 -1.446180 0.165 -1.135 -0.237 0.4302
C 7.050133 6.627464 -5.720125 0.294 0.247 0.056 -0.1251
C -2.718996 -7.698406 3.465529 -0.153 0.020 0.112 -1.1738
C 5.738745 7.373931 -5.680823 -0.220 -0.185 -0.232 -0.5608
C 3.884908 -3.488362 7.368701 0.313 -0.021 -0.105 -0.4904
C 7.542576 5.445718 -3.737272 0.106 0.018 0.015 -0.7102
C -4.456138 0.942843 4.736617 -0.238 4.203 1.636 0.6168
C -5.595676 -5.841270 -5.874917 -0.049 -0.017 -0.070 -0.6450
C 1.771581 -3.514390 4.857763 0.042 -0.032 0.136 -0.4335
C 3.372608 -1.233608 6.867563 0.067 0.009 -0.003 -0.6420
C -2.588010 -0.411000 4.983737 1.351 -1.571 -0.289 -0.0525
C -5.267242 -2.631461 6.398384 -0.017 -0.162 0.117 -0.2529
H 2.317499 -1.520908 6.860567 -0.003 -0.010 0.023 0.2791
H 0.434190 0.891976 2.437499 0.164 0.316 -0.474 0.2737
H 0.861625 -2.934207 4.748854 -0.106 -0.064 0.071 -0.1271
H -2.768569 -5.295962 -5.626879 0.006 0.015 -0.019 0.4848
H -4.414715 -3.312153 6.468763 -0.013 0.001 -0.022 0.3038
H 5.672963 7.572808 -3.134622 0.006 0.013 -0.004 0.3285
H -4.070338 -1.961803 -5.461215 0.001 0.013 -0.045 0.3417
H -2.595711 -1.553216 2.104526 0.598 -0.089 -0.128 -0.4396
H -0.672567 -6.030574 0.882191 0.321 -0.216 -0.346 0.5021
H 6.497460 7.364093 -9.502859 0.026 0.018 -0.040 0.3681
H 7.061800 3.726132 -7.886328 -0.019 0.028 0.029 0.2406
H -6.027213 -3.468654 -5.587448 0.018 0.004 0.054 0.3267
H -3.119987 -3.064570 -6.466966 -0.002 -0.053 -0.034 0.3928
H -6.689507 -5.850977 -5.922841 -0.001 -0.006 0.067 0.3246
H -1.675283 -5.518930 2.196683 0.226 0.170 0.581 0.3506
H -4.661680 2.507828 0.579883 -0.108 0.155 -0.320 0.4244
H 3.948703 3.882848 -11.375090 -0.034 -0.012 0.063 0.3274
H 4.122093 8.294947 -3.649797 0.059 0.042 0.070 0.3498
H 5.317274 2.766131 -11.209247 0.019 0.007 -0.051 0.2442
H -5.781214 -5.946330 3.902722 -0.059 -0.021 -0.036 0.3530
H -1.743986 -8.128450 3.305392 0.355 -0.147 -0.252 0.3964
H -1.849904 -3.461080 -2.355646 -0.052 -0.175 -0.328 0.1677
H 5.896301 8.410653 -5.369430 0.041 0.002 0.042 0.3124
H 8.398589 4.806687 -8.330332 0.027 -0.041 -0.046 0.3338
H 4.155772 6.687344 -2.897860 -0.027 -0.032 -0.039 0.0800
H -6.894137 -5.826691 5.272435 -0.031 0.037 0.030 0.3457
H 1.939153 4.779624 1.709555 0.062 0.335 -0.235 0.7357
H -5.559635 -2.333215 7.404044 -0.058 0.011 -0.014 0.3956
H -5.136174 -3.577977 4.164825 0.039 -0.059 0.040 -0.1761
H -1.705143 -1.285389 -2.070749 0.111 0.376 -0.226 0.5947
H 3.665819 -4.790522 5.667825 0.034 0.036 -0.020 0.3061
H 3.619762 -0.781442 7.833830 -0.075 0.021 0.020 0.3475
H -0.294540 3.828404 1.287390 -0.425 0.087 -0.168 0.5940
H 0.532966 1.082249 0.466350 0.348 -0.265 -0.094 0.7792
H -5.224603 -6.816234 -6.184110 -0.003 0.005 -0.056 0.2450
H 5.776302 6.721344 -11.731382 -0.021 0.036 0.025 0.4029
H 6.896960 5.601012 -6.058342 -0.063 -0.018 -0.002 0.1414
H -3.017549 -3.113928 -1.126016 -0.476 0.079 0.142 0.3913
H 5.314120 7.382262 -6.688499 0.026 -0.003 -0.013 0.3860
H -4.057854 2.403306 2.796724 0.173 -0.032 0.599 0.6563
H 8.175431 4.659080 -4.163497 -0.061 -0.065 0.021 0.3356
H -3.847359 -6.249484 2.401864 -0.159 0.492 -0.189 0.0777
H 3.543138 -0.494815 6.084806 0.065 0.006 -0.002 0.1892
H 0.856884 3.697441 -0.001936 0.051 0.126 -0.494 0.6623
H -1.392621 0.460742 -1.229689 0.514 0.533 -0.080 1.0604
H -4.338245 -5.973113 7.653068 0.032 -0.025 -0.044 0.2543
H -5.059552 1.083891 2.275769 -0.385 -0.416 0.318 0.5351
H -5.009979 -0.366827 0.752491 -0.097 0.396 0.109 0.3778
H -5.928915 -5.223935 7.419977 -0.022 -0.005 -0.012 0.3505
H -0.233476 -1.957956 -1.278207 0.431 0.090 -0.360 0.2261
H -5.480295 -2.933760 -7.183537 -0.017 0.045 0.031 0.3743
H 7.854928 5.624947 -2.709577 0.049 0.041 -0.008 0.2579
H -1.581014 -4.183283 -4.890221 0.035 -0.087 -0.081 0.3113
H 4.625304 6.120128 -10.529417 -0.005 -0.010 0.058 0.3183
H -5.278868 -5.653357 -4.846352 -0.006 0.014 0.006 0.2333
H -5.710799 -6.973524 7.141580 -0.051 0.024 0.039 0.3268
H -6.874358 -3.776070 3.889449 0.013 -0.012 -0.035 0.4295
H 2.932533 -5.383803 7.164983 0.042 -0.006 -0.013 0.4024
H 7.496804 3.925193 -9.594107 0.005 0.010 -0.013 0.4844
H 4.866280 3.806113 -9.844737 -0.013 0.015 0.007 0.2602
H -2.069209 3.419668 2.658248 -0.203 -0.366 -0.054 0.1456
H -2.376781 3.358384 0.832242 0.114 0.122 0.329 1.1585
H -0.205537 1.947044 -0.789155 -0.543 -0.089 -0.594 1.0204
H 2.629682 -2.876510 4.623422 0.019 -0.027 -0.016 0.3476
H -3.140765 -5.218987 -0.243549 -0.127 -0.194 -0.369 0.3557
H 0.752303 -1.219051 1.414403 0.243 0.314 -0.108 0.3984
H -2.638774 -6.924065 4.207322 0.156 0.383 0.349 0.2171
H 6.501214 5.113970 -3.735507 -0.003 -0.014 -0.014 0.3064
H -3.339275 -8.466088 3.897509 -0.252 -0.334 0.216 0.3770
H -4.978241 -1.741957 5.839812 0.111 -0.160 0.096 -0.1711
H 7.670306 6.247344 -10.216063 0.007 -0.038 -0.039 0.3794
H 4.825949 -3.949617 7.681553 -0.014 -0.014 0.031 0.3880
H 3.772422 3.843192 0.170050 -0.339 -0.336 0.132 0.3131
H -0.311336 0.286192 3.772594 -0.832 -0.226 0.567 1.3292
H -2.499042 -5.314609 -3.875949 -0.047 0.039 0.043 0.2179
H 1.742078 -4.353946 4.157528 0.016 0.011 -0.115 0.3809
H 1.291409 4.155608 3.229302 -0.149 0.394 0.371 0.1995
H -4.122246 -7.869864 1.869426 -0.186 -0.317 -0.418 0.4487
H -5.022026 -2.008155 1.237741 -0.217 -0.460 0.518 0.6283
H 7.711819 7.120995 -6.437929 -0.025 -0.033 -0.049 0.3775
H -2.736951 -4.019723 0.965394 -0.298 0.368 0.231 -0.2247
H -2.933138 0.227087 -0.619400 -0.580 0.292 0.346 0.5825
H -3.822718 -1.476109 0.181191 0.516 0.034 -0.261 -0.1426
H 3.331321 -3.209048 8.269545 -0.055 0.002 -0.007 0.3110
```
Forces are in eV/Å.